1.
Density functional theory data (wB97M-V/def2-TZVPD) for a structure of composition C6H14O3Sn at a distorted geometry.

Geometry as XYZ:
```
24
Properties=species:S:1:pos:R:3:lowdin_charge:R:1
H -4.8502 0.3815 1.7459 0.034
C -4.4619 -0.2115 0.9058 -0.045
H -5.2645 -0.4144 0.1870 0.034
H -4.0567 -1.1606 1.2834 0.020
H -3.6700 0.3604 0.3931 -0.002
C 3.4365 -0.2657 -2.4117 0.018
O 2.6136 0.1590 -1.3154 -0.461
C 1.2892 -0.3813 -1.3412 -0.057
C 0.4642 0.4128 -0.3469 -0.310
O 1.2420 0.5674 0.8738 -0.363
C 0.3958 0.2691 2.0079 -0.045
C -0.9783 0.1676 1.3555 -0.090
O -0.6670 -0.2807 0.0385 0.014
H 4.2755 0.4323 -2.4856 0.123
H 3.8032 -1.2821 -2.2191 0.133
H 2.8415 -0.2373 -3.3327 0.133
H 1.3147 -1.4394 -1.0470 0.179
H 0.8705 -0.2757 -2.3498 0.180
H 0.2173 1.4230 -0.7131 0.200
H 0.4773 1.0829 2.7349 0.162
H 0.7309 -0.6799 2.4392 0.158
H -1.4801 1.1445 1.3103 0.153
H -1.6268 -0.5711 1.8335 0.154
Sn 3.0831 0.7992 0.4535 1.679
```

Properties
Kohn-Sham gap = 8.20 eV
total charge = +2
relative energy (zero: lowest compared OMol25 entry of this formula, charge and spin) = 10.9 kcal/mol
calculated total energy = -676.29711 a.u.
LUMO energy = -9.786 eV



2.
Density functional theory data (wB97M-V/def2-TZVPD) for an isolated molecule of C6H14O4 at a distorted geometry.

Geometry as XYZ:
```
24
Properties=species:S:1:pos:R:3:lowdin_charge:R:1
C 1.5001 -0.8725 -0.4477 -0.520
C -0.6726 0.5471 0.1253 -0.494
C -0.2667 -0.6261 -0.7074 -0.229
C -0.1695 1.8831 -0.4225 -0.053
C -0.5069 0.4257 1.6274 -0.048
C -2.3492 0.5098 -0.2137 -0.018
O 2.0525 -1.2536 -1.6712 0.039
O 1.5936 -2.0154 0.4073 -0.004
O 2.3691 0.0862 0.0881 0.044
O -0.8535 -1.8561 -0.3692 -0.023
H 2.8884 -0.7543 -1.7322 0.120
H 2.1635 -2.6296 -0.0946 0.129
H 2.5066 -0.2091 1.0018 0.120
H -0.2321 -2.2769 0.2730 0.094
H -0.4056 -0.4416 -1.7754 0.146
H 0.8831 2.0410 -0.1792 0.072
H -0.7264 2.7171 0.0161 0.086
H -0.2710 1.9372 -1.5105 0.089
H -1.4112 0.5598 2.2287 0.082
H -0.1344 -0.5094 2.0527 0.080
H 0.1856 1.1445 2.0760 0.082
H -2.5700 0.5496 -1.2825 0.072
H -2.7562 1.4051 0.2623 0.064
H -2.8172 -0.3617 0.2472 0.068
```

Properties
Kohn-Sham gap = 9.90 eV
SMILES = CC(C)(C)[C@H](O)C(O)(O)O
total charge = 0
relative energy (zero: lowest compared OMol25 entry of this formula, charge and spin) = 45.0 kcal/mol
calculated total energy = -537.93731 a.u.
LUMO energy = 0.548 eV



3.
Density functional theory data (wB97M-V/def2-TZVPD) for a structure of composition C6H14O4 at a distorted geometry.

Geometry as XYZ:
```
24
Properties=species:S:1:pos:R:3:lowdin_charge:R:1
C -0.0550 0.7357 -1.8165 -0.365
C 1.1805 0.9911 -0.1494 -0.355
C 2.4133 0.0990 -0.2528 -0.103
C 0.8680 1.4485 1.2864 -0.095
O -0.1407 -0.5920 -2.1188 0.057
O -1.1899 1.3230 -1.6075 0.054
H 0.7415 -0.9582 -2.2599 0.114
H -1.8077 0.7217 -0.9763 0.072
H 0.6623 1.2944 -2.4129 0.145
H 1.3888 1.9204 -0.6784 0.104
H 1.6500 2.1284 1.6373 0.078
H 2.6940 -0.0910 -1.2949 0.069
H 2.2380 -0.8644 0.2306 0.080
H 3.2834 0.5616 0.2226 0.078
H 0.8172 0.6055 1.9748 0.073
H -0.0859 1.9791 1.3196 0.083
C -2.4053 -2.0799 1.3304 0.020
C -1.7611 -0.9595 0.5547 -0.562
O -0.4761 -0.9511 0.5699 0.020
O -2.4735 -0.1522 -0.0726 0.054
H 0.1180 -0.0576 -0.0010 0.116
H -1.8772 -2.2418 2.2687 0.085
H -2.3261 -2.9949 0.7392 0.093
H -3.4566 -1.8658 1.5067 0.085
```

Properties
Kohn-Sham gap = 9.47 eV
total charge = 0
relative energy (zero: lowest compared OMol25 entry of this formula, charge and spin) = 63.9 kcal/mol
calculated total energy = -537.90726 a.u.
LUMO energy = 0.628 eV



4.
Density functional theory data (wB97M-V/def2-TZVPD) for a cluster of 2 separate species, C6H14OS in total.

Geometry as XYZ:
```
22
Properties=species:S:1:pos:R:3:lowdin_charge:R:1
C 1.3352 -3.0404 0.2513 -0.184
C 0.9279 -2.2499 1.4819 -0.573
S 0.4050 -0.5841 1.0032 0.796
C -0.3772 -0.0855 2.5491 -0.415
H 1.5695 -4.0686 0.5125 0.069
H 2.1969 -2.5925 -0.2435 0.067
H 0.5333 -3.0309 -0.4871 0.065
H 1.7433 -2.1816 2.2044 0.072
H 0.0960 -2.7391 1.9926 0.071
H -1.1979 -0.7572 2.8033 0.035
H 0.3527 -0.0776 3.3566 0.033
H -0.8017 0.9089 2.4268 0.026
C -2.3245 0.8896 -1.1952 -0.118
C -1.0566 1.6885 -1.1470 -0.189
C -0.2673 1.8437 -2.1967 -0.225
O 0.8818 2.5934 -2.1370 -0.011
H -3.1856 1.4929 -0.9014 0.068
H -2.5181 0.5116 -2.1981 0.070
H -2.2701 0.0515 -0.4987 0.048
H -0.6911 1.9600 -0.1630 0.088
H -0.5349 1.4284 -3.1638 0.117
H 1.4515 2.3372 -2.8657 0.089
```

Properties
Kohn-Sham gap = 9.31 eV
SMILES = C/C=C/O.CCSC
total charge = 0
relative energy (zero: lowest compared OMol25 entry of this formula, charge and spin) = 13.2 kcal/mol
calculated total energy = -710.39558 a.u.
LUMO energy = 0.887 eV



5.
Density functional theory data (wB97M-V/def2-TZVPD) for a structure of composition C6H14OSi at a distorted geometry.

Geometry as XYZ:
```
22
Properties=species:S:1:pos:R:3:lowdin_charge:R:1
C 1.4678 -1.3163 0.8568 0.093
C 1.9476 -0.4380 0.2031 -0.183
C 3.1707 1.6795 0.4597 -0.105
C -3.3021 1.6525 0.2621 -0.184
C -2.3971 -1.3126 0.5789 -0.182
C 2.6144 0.6325 -0.5068 -0.273
O -0.6204 0.7387 -0.7665 -0.326
Si -1.9207 0.3976 -0.0795 0.582
H 0.6833 -4.2595 -2.7889 0.005
H 0.9802 -2.0844 1.3766 0.010
H 2.3619 2.1096 1.0463 0.073
H 3.6602 2.4781 -0.0944 0.067
H 3.8928 1.2368 1.1431 0.072
H -3.8503 1.8853 -0.6497 0.026
H -4.0240 1.3187 1.0039 0.023
H -2.8644 2.5842 0.6157 0.025
H -3.3956 -1.6206 0.2744 0.025
H -1.6921 -2.0573 0.2185 0.017
H -2.3684 -1.3319 1.6662 0.029
H 3.4220 0.2124 -1.1111 0.112
H 1.8815 1.0952 -1.1725 0.097
H 0.3527 -3.6006 -2.5359 -0.001
```

Properties
Kohn-Sham gap = 9.75 eV
total charge = 0
relative energy (zero: lowest compared OMol25 entry of this formula, charge and spin) = 90.3 kcal/mol
calculated total energy = -601.65718 a.u.
LUMO energy = 0.450 eV



6.
Density functional theory data (wB97M-V/def2-TZVPD) for a structure of composition C6H14OSi at a distorted geometry.

Geometry as XYZ:
```
22
Properties=species:S:1:pos:R:3:lowdin_charge:R:1
C 0.1823 0.0081 1.6719 -0.049
C 0.6267 0.1501 -0.1907 -0.526
C 0.9855 1.5582 -0.6570 -0.085
C 2.7938 -0.8083 -0.2173 -0.100
C -1.9039 -1.9469 -0.3210 -0.186
C -2.3607 1.1922 0.0313 -0.184
O 1.4683 -0.8157 -0.7039 -0.181
Si -1.1808 -0.2829 0.1425 0.686
H 0.6626 -0.8708 2.0585 0.002
H 0.1733 0.9950 2.0441 -0.010
H 0.1955 1.9205 -1.4114 0.085
H 2.0054 1.5721 -1.0795 0.070
H 0.7355 2.2965 0.1815 0.087
H 2.8800 -0.9336 0.7989 0.052
H 3.3406 0.1400 -0.4043 0.085
H 3.3745 -1.5340 -0.8072 0.100
H -2.7241 -2.1044 0.3377 0.001
H -2.3752 -2.2034 -1.3330 0.066
H -1.1726 -2.6979 -0.0943 0.016
H -3.2498 0.9878 0.5718 0.007
H -1.8722 2.1095 0.4118 0.040
H -2.5847 1.2678 -1.0305 0.026
```

Properties
Kohn-Sham gap = 8.91 eV
total charge = 0
relative energy (zero: lowest compared OMol25 entry of this formula, charge and spin) = 105.7 kcal/mol
calculated total energy = -601.63271 a.u.
LUMO energy = 0.836 eV



7.
Density functional theory data (wB97M-V/def2-TZVPD) for an isolated molecule of C6H14S2 at a distorted geometry.

Geometry as XYZ:
```
22
Properties=species:S:1:pos:R:3:lowdin_charge:R:1
C -0.1860 0.5244 -2.2037 -0.295
C 0.8090 1.5086 -2.8563 -0.118
C 0.5676 -0.7761 -1.9279 -0.603
S 0.1137 -1.8394 -0.5655 0.484
S 0.8088 -0.9639 1.1462 0.485
C -0.5749 0.0008 1.9032 -0.562
C -0.6827 1.4739 1.6779 -0.333
C -1.7686 2.2315 2.4956 -0.101
H -1.1548 0.5889 -2.6784 0.104
H -0.4603 0.9838 -1.2278 0.070
H 0.7973 1.3130 -3.9401 0.074
H 1.8189 1.4954 -2.4738 0.066
H 0.4183 2.5370 -2.8288 0.071
H 1.6344 -0.5704 -1.8586 0.062
H 0.4243 -1.4642 -2.7825 0.074
H -0.4658 -0.3518 2.9369 0.063
H -1.5229 -0.4006 1.5294 0.075
H 0.2135 2.0744 1.9000 0.108
H -0.8521 1.6186 0.6142 0.073
H -1.4773 2.4308 3.5272 0.066
H -2.6459 1.5792 2.5405 0.072
H -1.8521 3.2458 2.1261 0.066
```

Properties
Kohn-Sham gap = 9.74 eV
SMILES = CCCSSCCC
total charge = 0
relative energy (zero: lowest compared OMol25 entry of this formula, charge and spin) = 12.3 kcal/mol
calculated total energy = -1033.36037 a.u.
LUMO energy = 0.876 eV



8.
Density functional theory data (wB97M-V/def2-TZVPD) for a structure of composition C6H15AlF2NO8PS2 at a distorted geometry.

Geometry as XYZ:
```
36
Properties=species:S:1:pos:R:3:lowdin_charge:R:1
Al 2.2366 2.2130 -1.4708 1.100
N 1.9443 5.0550 -0.8841 -0.157
S 2.2659 5.7169 0.4425 0.425
O 1.2214 5.5341 1.4082 -0.047
O 3.0648 6.9173 0.5740 -0.089
F 3.2723 4.5798 0.7538 -0.142
S 1.6209 6.5712 -1.6347 0.632
O 2.6900 7.2642 -2.2965 -0.100
O 0.4347 7.2845 -1.1136 -0.115
F 0.9149 5.8756 -2.8803 -0.154
C -3.4282 -1.4850 -2.1738 -0.046
C -2.2435 -0.6776 -1.7453 -0.286
O -1.2102 -1.4766 -1.2486 -0.140
P -0.1100 -1.1909 -0.1345 0.520
O 0.6297 0.1411 -0.2552 -0.392
O -0.7690 -1.5253 1.2650 -0.091
C -1.4838 -2.7289 1.4134 -0.217
C -2.2101 -2.9321 2.7967 -0.008
O 0.7802 -2.5320 -0.3003 -0.114
C 2.0873 -2.7026 0.1176 -0.227
C 2.1961 -3.3234 1.5123 -0.011
H -3.7540 -1.9643 -1.2506 0.082
H -4.2402 -0.7897 -2.3862 0.101
H -3.1535 -2.1432 -2.9980 0.101
H -1.9770 -0.1493 -2.6607 0.132
H -2.5736 0.0599 -1.0138 0.134
H -2.0517 -2.8751 0.4946 0.122
H -0.8504 -3.6131 1.4839 0.131
H -1.5390 -2.9520 3.6553 0.092
H -3.0671 -2.2909 3.0033 0.088
H -2.7568 -3.8493 2.5773 0.092
H 2.4100 -3.5287 -0.5161 0.158
H 2.7580 -1.8989 -0.1862 0.132
H 1.5640 -2.9949 2.3374 0.090
H 2.0711 -4.4036 1.5864 0.102
H 3.2557 -3.1855 1.7276 0.104
```

Properties
Kohn-Sham gap = 1.64 eV
total charge = +2
calculated total energy = -2473.24357 a.u.
LUMO energy = -14.463 eV



9.
Density functional theory data (wB97M-V/def2-TZVPD) for a structure of composition C6H15AlNO2 at a distorted geometry.

Geometry as XYZ:
```
25
Properties=species:S:1:pos:R:3:lowdin_charge:R:1
Al -2.0230 0.2291 0.6501 1.447
C -1.3632 -3.0387 1.9254 0.010
O -0.7158 -1.8692 1.3370 -0.355
C 0.6425 -1.7013 1.7287 -0.168
C 1.4081 -1.1435 0.5314 -0.082
N 0.8269 0.2004 0.2969 0.045
C 1.2130 0.8806 -0.9121 -0.063
C 0.4741 2.2536 -1.2123 -0.095
O -0.8545 1.9484 -1.3667 -0.200
C -1.5937 2.6441 -2.4272 0.085
H -0.9256 -3.9851 1.5892 0.129
H -2.4050 -3.0156 1.6266 0.105
H -1.2233 -2.9435 3.0082 0.126
H 1.1209 -2.6606 1.9767 0.170
H 0.7370 -1.1268 2.6668 0.165
H 1.4057 -1.8062 -0.3344 0.165
H 2.4748 -1.0044 0.7904 0.185
H 1.2950 0.7607 1.0299 0.178
H 1.0342 0.2629 -1.7942 0.164
H 2.2889 1.1269 -0.8051 0.213
H 0.9007 2.7547 -2.0796 0.174
H 0.5592 2.8009 -0.2471 0.192
H -2.6349 2.5554 -2.1301 0.122
H -1.3933 2.1948 -3.4098 0.150
H -1.2487 3.6824 -2.4388 0.140
```

Properties
Kohn-Sham gap = 3.87 eV
total charge = +3
relative energy (zero: lowest compared OMol25 entry of this formula, charge and spin) = 10.4 kcal/mol
calculated total energy = -683.86615 a.u.
LUMO energy = -17.920 eV



10.
Density functional theory data (wB97M-V/def2-TZVPD) for a structure of composition C6H15BF4NNa7O6P at a distorted geometry.

Geometry as XYZ:
```
41
Properties=species:S:1:pos:R:3:lowdin_charge:R:1
Na 0.2391 -1.8697 1.5696 0.534
Na -2.1685 0.5447 -2.1755 0.553
Na -4.1748 -0.7862 1.9285 0.737
Na -4.0055 -1.9240 -2.1795 0.534
Na -0.5182 -2.4420 -1.9137 0.531
Na -2.5197 -4.0236 1.7325 0.688
Na -2.9896 -4.8863 -1.5455 0.652
B 1.2839 -4.3609 0.0349 -1.332
F -0.1103 -4.3477 0.0826 0.104
F 1.6882 -5.5141 -0.6498 0.134
F 1.7336 -3.2292 -0.5576 0.186
F 1.7866 -4.4221 1.3392 0.133
P -2.0747 -1.4885 0.1368 0.040
O -2.0170 -1.7105 1.7024 -0.425
O -2.2689 -2.9683 -0.5019 -0.527
O -0.8429 -0.7400 -0.4053 -0.365
O -3.2522 -0.6082 -0.3117 -0.417
C 3.0390 -0.5170 2.2693 -0.022
O 1.7219 0.0996 2.0572 -0.227
C 1.7492 1.5086 2.0071 -0.227
C 0.5356 2.1077 1.4535 -0.219
N 0.0405 1.7856 0.1322 -0.065
C 0.8856 2.3014 -0.9928 -0.152
C 0.4381 2.1493 -2.4654 -0.129
O -0.9180 2.6542 -2.6840 -0.264
C -1.3156 3.8709 -2.0511 -0.083
H 3.4914 0.1878 2.9669 0.095
H 3.7415 -0.7306 1.4637 0.103
H 2.8035 -1.4416 2.7963 0.092
H 2.5920 1.6565 1.3319 0.128
H 1.9083 1.9551 2.9886 0.142
H 0.3527 3.1785 1.5431 0.136
H -0.2434 1.7084 2.1029 0.123
H -0.4073 0.8804 0.1158 0.039
H 1.7812 1.6950 -0.8574 0.112
H 1.1988 3.2962 -0.6762 0.126
H 0.4523 1.1054 -2.7785 0.111
H 0.9705 2.8129 -3.1469 0.135
H -0.6279 4.7058 -2.1861 0.107
H -1.7427 3.8450 -1.0486 0.086
H -2.2361 3.9612 -2.6278 0.094
```

Properties
Kohn-Sham gap (alpha / beta) = 4.24 / 5.96 eV
2S+1 = 2
total charge = +2
calculated total energy = -2645.66789 a.u.
LUMO energy (alpha / beta) = -6.741 / -7.024 eV